Entry 1:
Computed, not measured: the molecule C20H26N4O2, with the ωB97M-V functional and the def2-TZVPD basis.

Results
DFT total energy = -1147.27852 Ha
LUMO energy = 0.0173 Eh
HOMO energy = -8.03 eV
ΔE to the lowest compared entry with this formula, charge and spin = 66.8 kJ/mol

CARTESIAN COORDINATES (ANGSTROEM)
C (-3.472, 1.679, -1.414)
C (5.289, -1.862, -0.879)
H (-3.612, 0.904, -2.171)
N (1.184, 0.051, -1.337)
C (5.829, 0.081, 0.406)
C (0.692, 2.008, -0.366)
N (-2.064, 1.708, -1.115)
C (4.540, 0.577, 0.216)
C (-5.392, -0.666, 0.631)
H (-2.405, 0.604, 1.166)
C (6.204, -1.128, -0.137)
C (-4.335, 1.354, -0.185)
H (0.378, -0.799, 1.077)
C (3.600, -0.158, -0.546)
C (4.011, -1.386, -1.079)
H (0.597, -1.268, 2.761)
H (-0.877, -2.885, 1.665)
O (2.810, 3.490, 1.269)
N (4.206, 1.784, 0.781)
C (-0.128, -0.913, 2.032)
H (-3.015, -2.339, 0.726)
H (3.329, -1.983, -1.656)
H (-6.104, -0.626, -0.191)
C (1.024, -1.160, -2.098)
C (2.306, 0.454, -0.682)
H (6.532, 0.660, 0.989)
H (-1.787, -1.986, 2.877)
C (-2.308, -1.517, 0.844)
H (-5.377, 1.504, -0.474)
O (-1.504, 0.089, -2.578)
H (5.577, -2.811, -1.304)
H (-4.107, 2.070, 0.622)
N (-4.160, -0.023, 0.233)
H (-5.850, -0.204, 1.521)
H (-3.485, -0.327, 2.215)
H (-1.759, 2.318, -0.375)
H (-5.191, -1.712, 0.855)
H (-0.476, 0.065, 2.353)
H (1.137, -2.035, -1.455)
H (0.207, 2.910, -0.050)
H (-3.780, 2.648, -1.823)
C (-3.087, -0.246, 1.189)
C (0.189, 0.985, -1.145)
H (7.205, -1.502, 0.016)
H (4.920, 2.262, 1.316)
C (2.985, 2.425, 0.710)
H (0.026, -1.163, -2.535)
C (2.023, 1.684, -0.072)
H (-1.815, -1.373, -0.118)
C (-1.283, -1.901, 1.911)
H (1.755, -1.198, -2.907)
C (-1.178, 0.861, -1.689)

Mulliken population analysis, charges in e, atoms 1 to 4: C -1.00; C -0.93; H 0.40; N -0.06


Entry 2:
Computed, not measured: C18H29F4N7O2STl as an isolated structure, with the ωB97M-V functional and the def2-TZVPD basis.

Results
DFT total energy = -2206.88119 Ha
Total charge = +1
LUMO energy (alpha / beta) = -0.1750 / -0.2000 Eh
HOMO energy (alpha / beta) = -10.84 / -11.37 eV
ΔE to the lowest compared entry with this formula, charge and spin = 219.0 kJ/mol

CARTESIAN COORDINATES (ANGSTROEM)
H (-1.159, -1.093, -1.527)
N (-0.604, 1.927, -0.525)
N (-0.968, 4.313, -0.042)
C (-1.544, -1.854, -0.843)
H (-2.006, 3.879, 1.718)
H (-0.140, -4.301, 0.807)
Tl (0.777, 0.015, 0.311)
H (0.610, -2.345, -2.007)
C (-3.817, 0.143, 2.418)
F (-1.379, 2.399, 4.809)
H (3.699, 0.610, -0.300)
N (3.874, -0.150, -2.128)
C (-2.526, -1.195, 0.121)
H (-1.056, 6.135, -1.053)
C (0.507, -3.071, -1.202)
N (3.672, -0.303, -0.761)
H (-2.244, 5.517, 1.084)
H (-0.027, 4.903, -1.812)
C (-2.452, 0.293, 2.016)
C (-3.510, 1.522, 4.371)
H (0.054, -3.976, -1.636)
C (-2.174, 1.673, 4.029)
S (1.233, 0.083, -2.635)
C (3.621, 3.739, -0.545)
H (-3.907, 1.977, 5.266)
H (-0.848, -1.869, 2.515)
F (-5.609, 0.633, 3.828)
C (2.882, 0.096, -2.993)
C (-4.320, 0.767, 3.537)
F (-4.659, -0.555, 1.662)
C (2.518, 3.045, 0.298)
H (-3.300, -0.731, -0.502)
C (-0.674, -3.361, 0.942)
C (-1.513, 4.725, 1.243)
N (3.259, 0.381, -4.249)
N (-1.887, -0.192, 0.916)
C (-0.727, 3.055, -0.266)
H (4.370, -0.930, -0.385)
H (-1.740, -3.600, 0.974)
H (4.594, 3.307, -0.319)
O (2.592, 1.771, 0.254)
H (0.536, 5.743, -0.353)
C (-0.336, 5.338, -0.866)
H (-3.027, -1.953, 0.727)
H (0.797, -2.477, 2.258)
O (1.699, 3.747, 0.881)
H (4.222, 0.369, -4.541)
N (-0.394, -2.494, -0.207)
H (3.379, 3.562, -1.594)
F (-0.378, 1.281, 2.597)
H (2.549, 0.499, -4.949)
C (-0.258, -2.754, 2.281)
H (1.865, -4.182, 0.096)
H (3.615, 4.805, -0.341)
H (2.523, -3.730, -1.476)
H (4.820, -0.010, -2.455)
H (-0.407, -3.484, 3.077)
C (-1.666, 1.109, 2.886)
H (-0.719, 5.092, 1.897)
H (2.331, -2.500, -0.220)
H (-2.118, -2.584, -1.431)
C (1.888, -3.394, -0.656)

Mulliken population analysis, charges in e, atoms 1 to 4: H 0.30; N -0.46; N 0.01; C -1.38


Entry 3:
Computed, not measured: a 2-piece molecular cluster, C4H11IN overall, with the ωB97M-V functional and the def2-TZVPD basis.

Results
DFT total energy = -510.98280 Ha
Total charge = +1
LUMO energy (alpha / beta) = -0.1807 / -0.1586 Eh
HOMO energy (alpha / beta) = -13.99 / -12.59 eV
ΔE to the lowest compared entry with this formula, charge and spin = 547.2 kJ/mol

CARTESIAN COORDINATES (ANGSTROEM)
H (-0.903, 0.893, -1.042)
H (1.477, 0.476, -2.846)
C (0.021, -0.877, -0.505)
H (0.787, -1.922, 1.318)
H (-1.940, 1.249, 1.370)
H (-2.532, -0.184, 0.527)
C (0.485, 1.418, -0.030)
H (1.764, -0.517, 0.743)
H (1.004, 1.525, 0.842)
C (1.115, -1.429, 0.360)
C (-1.574, 0.333, 0.858)
H (1.191, 1.184, -0.874)
H (-0.053, 2.320, -0.344)
I (-0.983, -2.279, -1.651)
H (1.744, -2.280, -0.131)
H (-1.049, -0.282, 1.614)
N (-0.552, 0.374, -0.207)

Mulliken population analysis, charges in e, atoms 1 to 4: H 0.45; H 0.08; C -0.19; H 0.34


Entry 4:
Computed, not measured: an isolated ion of composition C7H12N3O3 and charge +1, with the ωB97M-V functional and the def2-TZVPD basis.

Results
DFT total energy = -663.62896 Ha
Total charge = +1
LUMO energy = -0.1362 Eh
HOMO energy = -14.08 eV
ΔE to the lowest compared entry with this formula, charge and spin = 200.6 kJ/mol

CARTESIAN COORDINATES (ANGSTROEM)
H (1.901, -1.443, 0.329)
H (2.559, 0.244, -0.325)
H (0.334, 1.433, -1.256)
H (0.354, 0.625, 1.631)
H (-0.272, -1.250, -2.978)
H (-2.710, 0.119, 0.336)
H (-1.853, 0.152, 1.891)
H (0.752, -0.211, -2.109)
O (-2.161, -2.315, 2.212)
O (-2.036, -1.546, -1.469)
C (-3.402, -2.325, -0.991)
N (-3.271, -2.345, 0.314)
N (-0.611, -0.379, 0.138)
O (-4.058, -2.731, -1.833)
C (0.555, 1.802, -0.230)
C (-1.870, -0.233, 0.857)
N (0.067, -0.904, -2.032)
H (-0.380, 2.413, 0.124)
C (0.555, 0.509, 0.570)
H (-3.941, -2.950, 0.783)
C (-2.403, -1.690, 1.213)
H (2.563, -0.202, 1.304)
C (-0.880, -1.069, -1.067)
C (1.950, -0.257, 0.422)
H (1.479, 2.231, -0.109)

Mulliken population analysis, charges in e, atoms 1 to 4: H 0.27; H 0.37; H 0.27; H 0.45


Entry 5:
Computed, not measured: a 13-piece molecular cluster, C14H54N6O13 overall, with the ωB97M-V functional and the def2-TZVPD basis.

Results
DFT total energy = -1872.23753 Ha
LUMO energy = -0.0177 Eh
HOMO energy = -8.82 eV
ΔE to the lowest compared entry with this formula, charge and spin = 36.4 kJ/mol

CARTESIAN COORDINATES (ANGSTROEM)
H (-3.918, -2.718, 0.335)
C (4.813, -0.614, -0.918)
H (1.129, -1.226, -0.565)
H (0.390, -0.989, -4.369)
N (0.780, -0.219, -0.489)
H (3.778, -3.037, -0.099)
H (-2.688, 0.869, -1.163)
C (-3.687, 1.316, -1.004)
H (-0.180, 4.352, 0.384)
H (2.755, 3.902, -0.546)
H (2.201, -3.143, -1.750)
H (4.260, 0.092, -3.767)
H (-3.974, -1.247, -0.435)
O (1.195, 3.103, 0.536)
N (0.781, 1.379, 2.871)
H (-0.471, -4.823, -0.097)
O (1.818, 0.529, -2.752)
H (-1.837, -5.825, 1.360)
H (-4.450, 0.713, -1.436)
H (-3.869, 1.009, 2.795)
C (-4.302, -1.705, 0.482)
O (2.460, 0.370, 4.165)
N (3.499, -0.369, -4.301)
N (2.212, 0.011, 1.922)
C (1.020, 3.288, -1.793)
H (1.748, -0.037, 0.997)
H (-2.894, 5.063, -0.181)
C (-1.561, -0.708, -3.130)
H (-2.909, 0.485, 4.146)
H (1.716, 2.613, 1.216)
H (-2.522, -1.317, 1.163)
H (2.612, -2.351, 0.989)
O (-2.152, 1.842, 2.952)
C (-3.216, 1.319, 3.608)
O (-1.294, -1.151, -4.404)
H (0.597, -2.064, 4.853)
H (-1.791, -1.538, -2.389)
H (2.530, 2.118, -0.631)
O (5.767, 0.373, -1.244)
H (-2.523, 3.666, 0.751)
H (5.968, 0.234, -2.134)
H (1.595, 3.124, -2.647)
N (1.411, -1.127, -4.455)
H (-3.711, 0.580, 0.697)
H (0.587, 4.280, -1.714)
H (-2.388, 0.113, -3.237)
H (2.501, -4.070, 0.317)
C (-2.112, 4.355, -0.002)
C (-0.057, -1.897, 3.979)
C (-0.283, -0.128, 0.263)
H (-1.628, 1.241, 0.791)
C (2.256, -0.384, -3.786)
O (-1.066, -5.290, 1.694)
O (-3.830, 1.456, 0.390)
H (-0.706, -2.721, 3.773)
H (5.258, -1.609, -1.305)
H (-2.068, -1.257, -4.916)
H (3.851, -0.427, -1.358)
O (-0.840, -0.766, 4.196)
H (-0.694, -0.123, 3.495)
O (-0.903, 5.003, 0.287)
H (0.056, -3.675, 1.076)
H (1.519, -2.012, -4.977)
C (2.702, -3.033, 0.085)
O (1.976, -2.558, -1.009)
H (3.863, -1.032, -4.968)
H (-0.645, -0.201, -2.883)
H (-1.639, -3.652, 0.598)
H (-0.012, 1.839, 0.253)
C (-0.777, -4.273, 0.828)
O (-0.882, -1.305, 0.828)
C (1.814, 0.566, 3.024)
H (-3.813, 2.014, 4.143)
H (2.980, -0.654, 2.104)
H (4.631, -0.777, 0.109)
H (-2.042, 3.707, -0.897)
H (0.243, 2.624, -1.987)
H (0.569, -1.729, 3.106)
H (-5.400, -1.646, 0.678)
H (-3.709, 2.333, -1.427)
H (0.548, 1.927, 3.687)
H (0.130, 1.432, 2.067)
H (-2.136, 2.802, 3.102)
O (-3.430, -1.133, 1.430)
N (-0.680, 1.114, 0.489)
H (1.192, 0.342, -1.218)
C (1.982, 3.059, -0.631)

Mulliken population analysis, charges in e, atoms 1 to 4: H 0.30; C -0.32; H -0.35; H 0.15


Entry 6:
Computed, not measured: C5H7NO as an isolated structure, with the ωB97M-V functional and the def2-TZVPD basis.

Results
DFT total energy = -324.53840 Ha
LUMO energy = 0.0330 Eh
HOMO energy = -9.04 eV
ΔE to the lowest compared entry with this formula, charge and spin = 488.5 kJ/mol

CARTESIAN COORDINATES (ANGSTROEM)
C (-0.982, -0.133, 0.046)
H (-0.995, 1.124, -1.793)
O (-0.417, 2.334, -0.244)
H (1.527, -2.004, 0.288)
C (0.352, -0.121, 0.817)
H (1.625, 0.161, -1.213)
H (-1.970, -0.332, 0.475)
H (0.015, -2.276, 1.216)
C (0.672, 0.147, -0.677)
H (0.268, 2.313, 0.446)
C (0.538, -1.595, 0.541)
H (0.056, 0.479, 1.651)
C (-0.531, 1.050, -0.813)
N (-0.158, -1.146, -0.740)

Mulliken population analysis, charges in e, atoms 1 to 4: C 0.15; H 0.45; O -0.56; H 0.27


Entry 7:
Computed, not measured: C35H33ClN4RuS2Si2 as an isolated structure, with the ωB97M-V functional and the def2-TZVPD basis.

Results
DFT total energy = -3502.34828 Ha
Total charge = +2
LUMO energy (alpha / beta) = -0.2556 / -0.2744 Eh
HOMO energy (alpha / beta) = -12.84 / -12.96 eV
⟨S²⟩ = 6.034
ΔE to the lowest compared entry with this formula, charge and spin = 240.1 kJ/mol
Spin multiplicity = 5

CARTESIAN COORDINATES (ANGSTROEM)
H (2.325, -5.355, -4.555)
N (-0.251, 1.932, -1.127)
C (1.624, -5.141, -5.360)
C (0.255, -1.704, 0.485)
C (0.049, -3.537, -2.665)
C (-1.528, -2.673, -4.240)
C (-0.616, -4.769, -2.661)
C (0.093, -0.535, 1.271)
C (1.025, 0.435, 0.850)
C (5.927, -3.190, -6.828)
H (7.715, -1.950, -6.674)
H (-1.905, -1.893, -4.911)
H (5.124, -4.296, -2.076)
S (-0.001, 4.425, -0.418)
N (-2.676, -2.261, -0.736)
H (-0.292, -2.643, 0.589)
H (-2.247, -5.924, -3.512)
C (0.570, -3.581, -6.885)
H (-0.646, -6.716, -7.374)
H (-4.130, 2.107, 0.670)
H (6.476, -4.092, -7.107)
H (1.920, -2.247, -0.940)
C (1.472, -3.827, -5.826)
C (1.359, -1.485, -0.413)
C (-3.655, 1.220, 0.286)
H (-0.595, -0.432, 2.114)
C (0.852, -6.171, -5.909)
C (-2.841, -0.958, -0.442)
H (3.943, 0.091, -6.171)
C (0.626, 2.933, -1.132)
C (4.957, -0.936, -2.689)
H (2.762, -4.159, -2.943)
H (-0.876, -4.369, -8.257)
H (0.955, -3.460, -2.061)
C (3.031, -2.105, -3.542)
C (-1.479, 3.627, -0.088)
C (4.526, -3.213, -6.706)
H (0.440, -2.555, -7.254)
C (-0.041, -5.916, -6.949)
Si (0.418, -0.732, -4.015)
H (0.754, 0.287, -5.036)
H (1.210, 1.403, 1.313)
C (1.816, -0.115, -0.220)
H (2.422, 3.742, -1.479)
H (-0.234, -5.602, -2.059)
H (3.278, 0.042, -3.676)
H (-3.089, -3.994, -4.868)
Si (2.233, -2.257, -5.195)
C (-0.389, -2.449, -3.453)
C (5.499, -2.169, -2.319)
C (4.503, -0.839, -6.316)
H (-3.441, -2.888, -0.535)
H (2.744, 0.287, -0.617)
N (1.882, 2.896, -1.581)
H (-2.325, 4.068, 0.424)
C (-2.209, -3.888, -4.227)
S (-4.291, -0.366, 0.355)
C (3.432, -3.291, -2.916)
Ru (0.133, -0.167, -1.517)
C (4.732, -3.335, -2.399)
C (-2.400, 1.252, -0.300)
H (1.282, -0.051, -2.785)
C (-1.748, -4.954, -3.453)
C (3.816, -2.076, -6.286)
Cl (-1.413, 0.435, -3.677)
C (3.693, -0.890, -3.275)
H (-1.930, -2.566, -1.367)
H (0.951, -7.186, -5.518)
H (2.278, 2.085, -2.051)
H (5.526, -0.009, -2.615)
C (5.902, -0.803, -6.425)
H (6.524, -2.206, -1.955)
H (3.975, -4.127, -6.908)
H (6.425, 0.163, -6.356)
C (-0.183, -4.613, -7.444)
C (6.622, -1.992, -6.626)
C (-1.453, 2.307, -0.510)
N (-1.969, 0.003, -0.701)

Mulliken population analysis, charges in e, atoms 1 to 4: H 0.43; N 0.79; C 0.22; C -0.68


Entry 8:
Computed, not measured: the molecule C3H4O3S, with the ωB97M-V functional and the def2-TZVPD basis.

Results
DFT total energy = -740.56320 Ha
LUMO energy = 0.0251 Eh
HOMO energy = -8.68 eV
ΔE to the lowest compared entry with this formula, charge and spin = 253.1 kJ/mol

CARTESIAN COORDINATES (ANGSTROEM)
O (-0.763, -0.608, 0.836)
C (-0.241, 0.982, -0.646)
H (2.183, 0.321, 0.540)
O (-1.589, 1.225, -0.527)
C (0.236, 0.015, 0.139)
H (1.977, -0.958, -0.705)
C (1.562, -0.525, 0.264)
H (0.376, 1.675, -1.179)
O (-3.042, -0.900, -0.257)
H (1.619, -1.320, 1.033)
S (-2.317, 0.091, 0.500)

Mulliken population analysis, charges in e, atoms 1 to 4: O -0.41; C -0.18; H 0.31; O -0.39